Here is a cluster of 3 separate species, C40H63N3OS2 in total in a non-equilibrium geometry from the Open Molecules 2025 dataset. Energies are from ωB97M-V/def2-TZVPD.

```
109
Properties=species:S:1:pos:R:3:forces:R:3:lowdin_charge:R:1
S 6.411887 0.488260 -4.225356 0.4 0.4 -0.1 0.852
S 5.461258 -4.725796 0.390502 0.3 0.1 0.2 1.048
O 3.104564 -4.449743 -1.945064 -0.1 -0.4 0.2 0.005
N 2.780992 4.506956 -6.401344 0.0 0.0 0.0 0.158
N 3.644953 -3.250584 -1.419754 0.2 0.7 0.1 -0.113
N -3.921630 0.533567 6.620977 -0.1 0.2 0.2 0.172
C 3.364384 5.202756 -5.698960 0.0 0.1 -0.1 -0.234
C -6.035851 1.857725 5.853969 -0.2 0.3 0.1 -0.188
C 2.098457 6.701895 -3.351993 0.0 -0.1 0.0 -0.111
C -7.202172 1.704108 6.834222 -0.2 -0.2 0.1 -0.262
C 4.102967 6.092215 -4.804070 0.2 0.0 0.3 -0.191
C -0.983873 -2.673853 5.127879 0.8 0.2 -1.3 -0.176
C 4.092664 -3.711744 0.964990 0.8 -0.4 -0.6 -0.375
C 4.629518 -4.296531 3.344403 -0.6 0.1 0.3 -0.054
C -3.683112 0.635043 2.395042 0.7 -1.1 -0.7 -0.199
C -3.813996 0.265831 -6.533300 0.1 0.2 0.6 -0.118
C -4.547996 1.996738 0.360040 0.0 0.1 -0.7 -0.215
C -4.241494 0.442982 -5.050330 0.0 0.1 -1.1 -0.271
C -7.715114 0.271820 6.931582 0.0 0.0 0.0 -0.109
C 7.670609 -2.737343 -2.370529 1.2 -0.1 0.1 -0.047
C -4.849123 1.121006 6.284186 0.0 0.0 -0.1 -0.215
C 2.000848 -2.099648 1.633830 -0.6 0.5 0.0 -0.032
C 2.312992 -2.255314 0.299562 -0.3 0.2 0.1 0.011
C 6.020941 -3.731444 -0.987205 -1.0 -0.4 0.8 -0.434
C -3.827118 2.340151 -0.954414 0.0 -0.4 -0.4 -0.209
C 3.794246 -3.567930 2.310922 0.2 -0.4 -0.2 -0.223
C -2.793526 -1.116164 4.100167 0.7 0.6 -0.4 -0.191
C 2.302228 -2.583578 4.085019 -0.5 -1.0 -0.4 -0.127
C -0.143135 -3.334933 3.970875 -0.4 -0.1 0.4 -0.189
C 3.359346 -3.081865 -0.022353 -0.2 0.1 -0.9 -0.247
C 5.033855 -3.105590 -1.729062 -0.1 -0.3 -0.1 -0.229
C 6.720132 -2.091117 -3.129547 0.0 0.2 -0.3 -0.271
C -4.120718 0.613757 0.907517 -0.6 0.5 0.8 -0.214
C 1.280944 -3.729033 4.428183 -0.1 0.8 -0.4 -0.177
C -4.900881 2.256615 -3.330141 -0.4 -0.3 -0.7 -0.212
C -4.279738 1.456692 -2.157066 0.1 0.5 -0.1 -0.196
C 4.627783 0.368775 -4.568715 -0.4 -0.3 0.1 -0.556
C 4.076464 1.575317 -5.366426 -0.3 -0.6 0.1 -0.177
C -4.275100 1.941611 -4.711498 0.0 -0.3 0.8 -0.234
C 3.507724 6.121931 -3.393525 -0.3 0.1 0.2 -0.264
C -1.378996 -1.221956 4.752372 -1.0 -0.4 0.7 -0.198
C 7.117259 -1.191562 -4.290588 -0.8 -0.4 0.5 -0.433
C 5.396287 -2.314507 -2.787982 -0.7 0.6 -0.7 0.032
C -2.746499 -0.593601 2.635926 -0.8 0.2 0.3 -0.204
C 2.704602 -2.750240 2.622283 0.6 0.0 1.5 -0.188
C 7.343827 -3.554231 -1.304683 0.2 -0.4 0.4 -0.085
H -3.306673 0.148552 0.338497 -0.1 0.4 -0.2 0.106
H -1.414653 -0.631805 5.678576 0.1 0.0 -0.3 0.092
H -2.728485 0.411324 -6.589477 -0.2 -0.1 -0.2 0.071
H -4.288724 1.038229 -7.149030 0.0 -0.2 0.0 0.064
H -3.099892 1.543783 2.591618 -0.4 0.0 0.2 0.112
H -8.038206 -0.095348 5.955329 0.0 0.0 0.0 0.076
H -0.112531 -2.583866 3.175486 0.2 -0.3 -0.1 0.072
H 4.867630 -5.321086 3.041173 0.2 0.3 -0.1 0.068
H -3.971520 3.387240 -1.249284 0.0 -0.1 0.3 0.096
H -2.747005 2.185014 -0.821725 -0.2 0.2 0.1 0.106
H -1.738936 -0.284809 2.328710 -0.1 -0.2 0.1 0.099
H 1.178125 -1.452533 1.931248 0.2 0.0 -0.1 0.107
H 5.138645 5.750364 -4.750751 0.0 -0.1 -0.1 0.118
H 4.113674 0.305067 -3.602832 0.1 0.0 -0.2 0.059
H 1.836925 -1.599766 4.206055 0.1 -0.2 0.3 0.115
H 2.081412 7.717957 -3.751458 0.0 0.0 0.0 0.076
H -5.775737 2.914341 5.764934 0.1 0.0 0.0 0.120
H -3.419001 0.907195 -2.554756 -0.1 0.0 0.2 0.094
H -3.327657 -2.074000 4.121005 0.2 0.1 0.1 0.107
H -8.018281 2.349926 6.503847 0.1 0.1 0.0 0.108
H 4.053341 -4.398253 4.268434 0.2 0.0 -0.1 0.065
H -5.237557 -0.006723 -4.929782 0.2 0.2 0.2 0.109
H -5.628847 1.982511 0.151345 0.2 0.1 0.1 0.107
H -5.969730 2.006727 -3.423644 0.2 0.1 0.2 0.105
H 1.271407 -3.911917 5.510366 0.1 -0.1 -0.2 0.102
H -3.376867 -0.414549 4.709189 0.2 -0.3 -0.3 0.038
H 6.807118 -1.656589 -5.233773 0.3 0.1 0.1 0.087
H -3.526017 -0.111664 -4.434269 -0.3 0.1 0.1 0.095
H 1.400163 6.094570 -3.930329 0.0 0.0 0.0 0.072
H 3.371609 1.182605 -6.109629 0.2 0.2 0.0 0.070
H -4.854710 3.343907 -3.188395 0.1 -0.2 0.2 0.098
H 1.734289 6.737573 -2.324928 0.0 0.0 0.0 0.071
H 4.838418 2.142041 -5.905708 -0.1 0.0 0.2 0.055
H -6.946438 -0.401871 7.313904 0.0 0.0 0.0 0.073
H -4.528816 0.542778 3.085766 0.0 0.4 -0.2 0.094
H -1.899827 -3.253011 5.274261 0.2 0.1 0.4 0.099
H 5.543407 -3.732677 3.568110 -0.1 -0.3 -0.1 0.098
H -3.057041 -1.394301 1.950249 0.1 0.1 0.1 0.104
H 3.154187 -2.715500 4.753558 0.0 0.5 -0.2 0.097
H 8.203455 -1.068394 -4.247460 -0.2 0.2 -0.3 0.072
H 4.123840 7.099438 -5.224786 -0.1 0.0 -0.1 0.120
H -3.252284 2.348108 -4.706004 -0.1 -0.1 -0.3 0.118
H 3.498105 5.115057 -2.970932 0.1 0.0 -0.1 0.109
H 4.589057 -1.862954 -3.358235 0.1 -0.1 0.1 0.107
H 1.757123 -1.764151 -0.493227 0.1 -0.1 0.1 0.125
H 3.322047 -5.152351 -1.305912 0.1 0.0 -0.2 0.082
H -0.660994 -4.198836 3.534061 0.1 0.1 0.2 0.107
H 3.477355 2.205512 -4.703892 0.4 0.2 -0.2 0.053
H -0.334917 -2.680308 6.010695 -0.5 0.0 0.1 0.096
H -8.567262 0.220540 7.609634 0.0 0.0 0.0 0.072
H -4.387832 2.816804 1.072616 0.1 -0.3 0.1 0.101
H -4.072914 -0.721474 -6.929243 0.1 0.2 0.1 0.065
H 8.098264 -4.055813 -0.703120 0.0 0.2 -0.2 0.111
H 1.630140 -4.635080 3.917269 -0.1 0.1 0.2 0.108
H -6.334319 1.521060 4.858639 0.1 -0.1 0.0 0.115
H 4.370000 -0.555420 -5.100214 0.4 0.1 0.0 0.072
H -6.905005 2.051080 7.825914 0.1 0.1 -0.1 0.112
H 8.734751 -2.617183 -2.576880 -0.2 0.1 -0.1 0.117
H -5.007740 0.708003 -1.818954 0.2 0.1 0.0 0.109
H -0.661957 -0.757807 4.066276 0.1 -0.1 0.3 0.086
H 4.157267 6.726403 -2.757161 0.1 0.0 -0.1 0.107
H -4.987938 -0.055205 0.819183 0.3 -0.1 0.0 0.111
H -4.848218 2.444205 -5.501711 0.2 0.1 0.2 0.105
```
Positions in Å, forces in eV/Å.

Summary:
DFT total energy: -70688.04446 eV
SMILES: CCCCCCCCCCCCCCCCc1ccc2c(c1C)Sc1ccc(CSCC)cc1N2O.CCCC#N.CCCC#N
2S+1: 1